[1]
Computed, not measured: a 2-piece molecular cluster, C14H23Cl3NO7S2 overall at a distorted geometry, with the ωB97M-V functional and the def2-TZVPD basis.

Structure (ORCA input):
```
! wB97M-V def2-TZVPD RIJCOSX def2/J DEFGRID3
* xyz -1 1
C 4.966 -2.320 2.785
C 5.024 -1.250 2.186
C 4.825 0.244 1.760
C 3.449 0.497 0.945
C 2.525 1.585 1.649
C 1.428 0.971 2.683
Cl 1.858 -0.755 3.198
C 1.616 1.869 4.022
O 1.586 3.121 3.984
O 1.770 1.231 5.185
N 0.126 1.111 2.049
C -0.997 1.490 2.893
S -1.445 0.396 4.316
O -2.806 -0.177 4.048
O -1.575 1.229 5.545
C -0.148 0.212 0.946
Cl -1.111 1.070 -0.398
C -0.952 -1.130 1.281
C -2.523 -1.066 1.018
Cl -0.309 -2.410 0.087
H 4.940 -3.243 3.426
H 5.700 0.483 1.063
H 4.942 0.976 2.626
H 2.933 -0.462 0.655
H 3.794 0.970 -0.040
H 3.168 2.339 2.196
H 1.966 2.148 0.845
H -0.907 2.546 3.320
H -1.926 1.537 2.228
H -0.584 -0.664 4.530
H 0.806 -0.119 0.422
H -0.721 -1.558 2.304
H -3.091 -1.896 1.556
H -3.006 -0.094 1.317
H -2.674 -1.249 -0.095
O -3.185 -2.299 -4.591
S -2.192 -1.321 -4.244
O -2.437 -0.316 -3.254
O -1.672 -0.606 -5.594
C -2.635 0.006 -6.454
C -3.136 1.324 -5.891
C -0.688 -2.152 -3.835
H -3.463 -0.680 -6.652
H -2.135 0.191 -7.407
H -3.711 1.169 -4.977
H -3.781 1.830 -6.612
H -2.299 1.979 -5.640
H -0.471 -2.892 -4.604
H -0.832 -2.640 -2.870
H 0.112 -1.417 -3.764
*
```

## Properties
LUMO level: 2.07 eV
HOMO-LUMO gap: 0.2585 Eh

[2]
Computed, not measured: one molecule with the formula C5H8O at a distorted geometry, with the ωB97M-V functional and the def2-TZVPD basis.

Structure (ORCA input):
```
! wB97M-V def2-TZVPD RIJCOSX def2/J DEFGRID3
* xyz 0 1
C 2.740 -0.105 -0.143
C 1.469 -0.117 0.311
C 0.318 -0.081 -0.551
C -1.035 0.437 -0.291
C -1.968 -0.785 -0.175
O -1.291 1.252 0.848
H 3.538 -0.437 0.509
H 1.701 -0.099 1.403
H 3.074 0.222 -1.111
H -1.322 0.981 -1.221
H -1.682 -1.384 0.695
H -2.991 -0.430 -0.022
H -1.920 -1.407 -1.071
H -0.631 1.954 0.820
*
```

## Properties
LUMO level (spin up / spin down): -0.72 / -0.69 eV
HOMO-LUMO gap (spin up / spin down): 0.2803 / 0.2680 Eh
energy above the lowest of the compared OMol25 structures with the same formula, charge and spin: 116.50 kcal per mole

[3]
Computed, not measured: a 2-piece molecular cluster, CH2F2N2OP overall at a distorted geometry, with the ωB97M-V functional and the def2-TZVPD basis.

Structure (ORCA input):
```
! wB97M-V def2-TZVPD RIJCOSX def2/J DEFGRID3
* xyz 1 1
C -0.535 0.057 1.688
N 0.486 -0.961 -1.483
N 1.184 0.564 0.178
O 1.057 0.389 1.327
F -1.174 0.277 0.579
F -0.931 0.888 2.626
P 0.344 -0.554 -2.857
H -0.545 -0.960 1.985
H 0.114 0.299 -4.041
*
```

## Properties
LUMO level (spin up / spin down): -6.45 / -7.05 eV
HOMO-LUMO gap (spin up / spin down): 0.3334 / 0.2050 Eh
energy above the lowest of the compared OMol25 structures with the same formula, charge and spin: 210.12 kcal per mole

[4]
Computed, not measured: a 2-piece molecular cluster, C4H12 overall at a distorted geometry, with the ωB97M-V functional and the def2-TZVPD basis.

Structure (ORCA input):
```
! wB97M-V def2-TZVPD RIJCOSX def2/J DEFGRID3
* xyz 0 1
C -0.818 -2.426 0.272
C 0.038 -1.548 -0.594
H -0.469 -2.716 1.267
H -1.776 -1.959 0.518
H -1.021 -3.395 -0.191
H -0.443 -1.244 -1.520
H 0.977 -2.034 -0.877
H 0.371 -0.679 -0.032
C 0.414 1.938 0.918
C 0.370 2.071 -0.609
H 0.118 2.879 1.382
H -0.284 1.170 1.234
H 1.435 1.712 1.221
H -0.588 2.420 -0.991
H 1.127 2.743 -1.007
H 0.549 1.067 -0.991
*
```

## Properties
LUMO level: 1.15 eV
SMILES: CC.CC
HOMO-LUMO gap: 0.4705 Eh
energy above the lowest of the compared OMol25 structures with the same formula, charge and spin: 4.29 kcal per mole